(1)
Entry from the Open Molecules 2025 dataset: C52H49AsMnN2OP2S6Si as an isolated structure at a distorted geometry (the ωB97M-V functional and the def2-TZVPD basis).

```
! wB97M-V def2-TZVPD RIJCOSX def2/J DEFGRID3
* xyz -2 6
Mn 0.9271 0.4169 0.1413
C 7.6911 -0.8270 -1.0025
Si 6.1899 0.1654 -0.3490
C 6.1653 1.8300 -1.2758
C 6.4941 0.4163 1.5227
C 4.6264 -0.8008 -0.7513
C 4.5469 -1.8872 -1.6081
C 3.3181 -2.4576 -1.9123
C 2.1715 -1.9099 -1.3772
N 2.2177 -0.8490 -0.5774
C 3.4107 -0.3086 -0.2674
S 3.2727 1.0784 0.7506
H 8.6193 -0.3329 -0.7338
H 7.6623 -0.9164 -2.0835
H 7.7281 -1.8258 -0.5807
H 7.0670 2.4098 -1.1073
H 5.3141 2.4188 -0.9552
H 6.0606 1.6734 -2.3451
H 7.4598 0.8767 1.7117
H 6.4689 -0.5226 2.0684
H 5.7298 1.0580 1.9443
H 5.4419 -2.2897 -2.0591
H 3.2464 -3.2978 -2.5825
H 1.1850 -2.3094 -1.5877
S -0.5131 2.3981 -4.4222
As 0.1793 0.4948 -3.7747
S -0.3776 0.2642 -1.6105
S 2.2827 0.3237 -4.0517
S -0.8523 -1.0645 -4.7843
C 0.4294 3.3293 6.8109
C 1.0749 3.0481 5.4484
C 2.4476 3.7489 5.4105
C 1.2796 1.5548 5.2318
C 1.5332 0.6546 6.2707
C 1.6597 -0.7063 6.0167
C 1.5432 -1.2030 4.7392
C 1.3452 -0.3301 3.6658
P 0.7458 -0.9406 2.0447
C -0.8569 -1.4068 2.7555
C -1.1732 -2.6133 3.3848
C -2.3738 -2.7417 4.0518
C -3.2573 -1.6746 4.1421
C -2.9458 -0.4689 3.5240
C -1.7635 -0.3434 2.8331
C 1.7993 -2.4230 1.9558
C 1.3624 -3.6689 1.5199
C 2.2685 -4.6931 1.3187
C 3.6198 -4.4878 1.5396
C 4.0622 -3.2469 1.9679
C 3.1660 -2.2178 2.1649
C 1.2294 1.0389 3.9462
O 1.0209 1.8274 2.8547
C 0.3045 2.9568 3.0706
C -0.3841 3.4089 1.9405
C -1.2264 4.5165 2.0676
C -1.3161 5.1577 3.2880
C -0.5913 4.7164 4.3853
C 0.2246 3.5806 4.3062
P -0.0790 2.4493 0.4255
C 1.1332 3.5467 -0.4151
C 1.3541 4.8662 -0.0315
C 2.3142 5.6257 -0.6747
C 3.0518 5.0922 -1.7177
C 2.8489 3.7774 -2.1008
C 1.9187 3.0081 -1.4336
C -1.6420 2.8312 -0.4516
C -1.7902 3.8879 -1.3405
C -3.0090 4.1043 -1.9606
C -4.0900 3.2870 -1.6849
C -3.9484 2.2332 -0.7956
C -2.7292 2.0002 -0.1904
H 1.0728 2.9798 7.6141
H -0.5365 2.8355 6.8938
H 0.2949 4.3985 6.9543
H 3.0928 3.3464 6.1905
H 2.3287 4.8199 5.5732
H 2.9254 3.5877 4.4468
H 1.6254 0.9998 7.2884
H 1.8286 -1.3877 6.8402
H 1.5928 -2.2651 4.5481
H -0.4897 -3.4476 3.3407
H -2.6210 -3.6844 4.5225
H -4.1817 -1.7783 4.6924
H -3.6271 0.3701 3.5843
H -1.5054 0.5884 2.3312
H 0.3165 -3.8248 1.3119
H 1.9095 -5.6495 0.9626
H 4.3346 -5.2801 1.3589
H 5.1153 -3.0712 2.1368
H 3.5177 -1.2391 2.4689
H -1.7920 4.8556 1.2122
H -1.9454 6.0331 3.3875
H -0.6586 5.2726 5.3072
H 0.7776 5.3014 0.7723
H 2.4914 6.6441 -0.3520
H 3.7951 5.6959 -2.2193
H 3.4186 3.3372 -2.9066
H 1.8178 1.9600 -1.7168
H -0.9514 4.5292 -1.5678
H -3.1065 4.9107 -2.6740
H -5.0416 3.4599 -2.1730
H -4.7826 1.5747 -0.5967
H -2.5987 1.1414 0.4585
S -1.1115 -2.6779 -0.2452
C -2.5488 -1.9939 -0.7613
N -2.7203 -1.6997 -2.0888
C -3.8576 -1.1557 -2.5721
C -4.9199 -0.9201 -1.7529
C -4.7953 -1.2034 -0.3761
C -3.6200 -1.7355 0.1040
H -1.9173 -1.7735 -2.7197
H -3.8537 -0.9314 -3.6277
H -5.8355 -0.5097 -2.1502
H -5.6074 -0.9836 0.3024
H -3.4774 -1.9518 1.1520
*
```

Output
- HOMO level (alpha / beta) (eV) = -0.75 / -0.75
- orbital gap (alpha / beta) (eV) = 4.2447 / 4.2384
- energy relative to the best compared isomer or geometry (same formula, charge and spin) (kcal per mole) = 20.8



(2)
Entry from the Open Molecules 2025 dataset: a 3-piece molecular cluster, C3H10O2 overall at a distorted geometry (the ωB97M-V functional and the def2-TZVPD basis).

```
! wB97M-V def2-TZVPD RIJCOSX def2/J DEFGRID3
* xyz 0 1
C 0.8779 -0.2528 -1.2949
C 1.3591 0.1813 -0.1314
C 1.5526 -0.6985 1.0715
H 0.6437 0.4674 -2.0683
H 0.7022 -1.3033 -1.4818
H 1.3999 1.2515 0.0253
H 2.2486 -0.2275 1.7701
H 1.9058 -1.7030 0.8540
H 0.6046 -0.7921 1.6091
O -1.5470 2.0546 0.3777
H -2.0058 2.6858 0.9536
H -0.6722 1.9079 0.7246
O -2.5010 -1.1465 -1.1532
H -2.2634 -0.4477 -0.5333
H -2.3050 -1.9772 -0.7228
*
```

Output
- HOMO level (eV) = -9.70
- SMILES = C=CC.O.O
- orbital gap (eV) = 10.3822
- energy relative to the best compared isomer or geometry (same formula, charge and spin) (kcal per mole) = 17.7



(3)
Entry from the Open Molecules 2025 dataset: one molecule with the formula C25H21N5O5 at a distorted geometry (the ωB97M-V functional and the def2-TZVPD basis).

```
! wB97M-V def2-TZVPD RIJCOSX def2/J DEFGRID3
* xyz 0 1
C -0.9610 0.6778 3.5968
O -0.3937 -0.1990 2.6603
C 0.6129 0.3991 1.8786
C 1.3087 -0.6896 1.0671
C 0.4460 -1.2415 -0.0687
N 0.3254 -0.2857 -1.1596
C -0.8266 0.4732 -1.3337
N -1.8708 0.4347 -0.6025
C -2.5788 -0.4567 0.1199
O -2.6817 -1.6373 -0.1766
C -3.3450 0.1696 1.2269
C -3.5450 1.5438 1.2756
C -4.2678 2.1341 2.3071
C -4.7687 1.2989 3.2778
C -4.5735 -0.0842 3.2284
C -3.8711 -0.6753 2.2118
O -5.1735 -0.6634 4.3183
C -5.7744 0.3906 5.0359
O -5.4952 1.6165 4.3933
C -0.7888 1.4798 -2.3815
C -1.9151 2.3231 -2.4988
N -2.8065 3.0370 -2.5971
C 0.2812 1.6147 -3.2124
C 1.3983 0.7701 -3.0396
C 2.5308 0.8727 -3.9113
O 2.6654 1.6367 -4.8423
N 3.5898 -0.0515 -3.6027
C 4.6946 -0.0293 -4.3972
C 5.7370 -0.8658 -4.1729
C 5.6731 -1.7738 -3.0958
C 4.5744 -1.8128 -2.2859
C 4.4411 -2.7504 -1.1344
C 3.4868 -0.9223 -2.5430
N 2.4375 -0.9714 -1.7568
C 1.3970 -0.1622 -1.9877
H -0.2026 1.0452 4.3009
H -1.7151 0.1092 4.1354
H -1.4360 1.5361 3.1067
H 0.1790 1.1715 1.2229
H 1.3486 0.8931 2.5346
H 1.5411 -1.5111 1.7448
H 2.2409 -0.2993 0.6565
H 0.9210 -2.1361 -0.4753
H -0.5404 -1.5006 0.3051
H -3.1470 2.1578 0.4827
H -4.4356 3.1974 2.3469
H -3.7160 -1.7395 2.1543
H -5.3744 0.4147 6.0623
H -6.8654 0.2368 5.0769
H 0.3023 2.3508 -4.0021
H 4.6555 0.6971 -5.1958
H 6.6026 -0.8352 -4.8126
H 6.5016 -2.4415 -2.9152
H 3.5806 -3.3991 -1.2849
H 5.3353 -3.3561 -1.0227
H 4.2612 -2.1913 -0.2189
*
```

Output
- HOMO level (eV) = -8.01
- SMILES = COCCCn1/c(=N\C(=O)c2ccc3c(c2)OCO3)c(C#N)cc2c(=O)n3cccc(C)c3nc21
- orbital gap (eV) = 7.0282
- energy relative to the best compared isomer or geometry (same formula, charge and spin) (kcal per mole) = 0.0



no.,E_tot (eV)
1,-243378.799
2,-7367.309
3,-43953.723